Molecular formula: C6H6
Method: DFT, wB97M-V/def2-TZVPD

Results
SMILES string: C#CC#CCC
gap between HOMO and LUMO: 10.24 eV
LUMO level: 1.0 eV
relative energy (zero: lowest compared OMol25 entry of this formula, charge and spin): 83.3 kcal per mole

```
! RIJCOSX wB97M-V def2-TZVPD def2/J DEFGRID3
* xyz 0 1
C 1.77 0.89 0.57
C 0.37 0.75 1.18
C -0.57 0.32 0.16
C -1.22 -0.23 -0.70
C -1.89 -1.14 -1.50
C -2.40 -2.06 -2.08
H 2.50 1.19 1.33
H 2.08 -0.06 0.14
H 1.76 1.64 -0.23
H 0.05 1.67 1.68
H 0.38 -0.04 1.95
H -2.83 -2.94 -2.50
*
```

These are the natural (NBO) partial charges, in e, on atoms 1 to 8: atom 1 (C): -0.588, atom 2 (C): -0.482, atom 3 (C): 0.105, atom 4 (C): -0.122, atom 5 (C): -0.077, atom 6 (C): -0.177, atom 7 (H): 0.211, atom 8 (H): 0.214